# 1
Molecular formula: C42H67GeN4O4P2RbS
Method: DFT, ωB97M-V/def2-TZVPD

Positions of all 122 atoms, in Å:
1 Rb 0.0300 -0.2130 -0.0870
2 O -3.3876 1.1018 3.1986
3 C -2.1748 0.7565 2.6198
4 O -1.8022 1.3602 1.6127
5 C -1.4736 -0.2680 3.3141
6 C -1.9110 -0.8183 4.5603
7 C -1.1275 -1.7317 5.2017
8 C 0.1026 -2.1401 4.6193
9 C 0.4245 -1.5814 3.3767
10 N -0.2977 -0.6905 2.7398
11 C 1.6771 -1.9877 2.6425
12 O 2.6304 -2.5956 3.3938
13 O 1.8352 -1.8537 1.4599
14 H -3.7683 1.7236 2.5621
15 H -2.8599 -0.5090 4.9779
16 H -1.4542 -2.1600 6.1428
17 H 0.6916 -2.9317 5.0608
18 H 2.5030 -2.3013 4.3078
19 C 3.2869 2.7923 0.3866
20 C 2.2307 3.8418 0.0233
21 C 2.9335 5.0533 -0.5882
22 P 0.9020 2.9439 -0.9466
23 C -0.6233 4.0102 -0.7967
24 C -1.6528 3.4710 -1.7944
25 C -0.5270 5.5318 -0.8679
26 C 1.4380 3.0014 -2.6796
27 C 1.5672 4.1916 -3.3975
28 C 1.9633 4.2595 -4.7251
29 C 2.1117 5.5724 -5.4490
30 C 2.2468 3.0372 -5.3474
31 C 2.1176 1.8350 -4.6966
32 C 1.6838 1.7350 -3.3293
33 N 1.5274 0.5830 -2.6859
34 C 1.6881 -0.6134 -3.3737
35 C 0.7358 -1.0805 -4.3011
36 C -0.4659 -0.2404 -4.6296
37 C 0.9210 -2.3194 -4.9098
38 C 2.0179 -3.1259 -4.6342
39 C 2.1697 -4.4811 -5.2757
40 C 2.9454 -2.6610 -3.7085
41 C 2.7945 -1.4329 -3.0765
42 C 3.8078 -0.9459 -2.0772
43 H 4.0822 3.2231 1.0033
44 H 3.7403 2.3964 -0.5270
45 H 2.8713 1.9337 0.9195
46 H 1.7147 4.1724 0.9370
47 H 3.4709 4.7560 -1.4907
48 H 3.6632 5.4631 0.1194
49 H 2.2437 5.8508 -0.8614
50 H -0.9790 3.7428 0.2059
51 H -1.3352 3.6709 -2.8209
52 H -2.6216 3.9544 -1.6337
53 H -1.8042 2.3930 -1.6865
54 H -0.2234 5.8683 -1.8615
55 H 0.1759 5.9360 -0.1363
56 H -1.5080 5.9748 -0.6623
57 H 1.3447 5.1245 -2.8922
58 H 1.6617 6.3846 -4.8732
59 H 1.6212 5.5568 -6.4274
60 H 3.1604 5.8410 -5.6223
61 H 2.5730 3.0319 -6.3858
62 H 2.3405 0.9177 -5.2303
63 H -0.9600 0.1203 -3.7240
64 H -1.1919 -0.8147 -5.2090
65 H -0.1808 0.6441 -5.2082
66 H 0.1707 -2.6644 -5.6177
67 H 1.6946 -4.5088 -6.2583
68 H 1.7096 -5.2684 -4.6692
69 H 3.2226 -4.7435 -5.4018
70 H 3.8115 -3.2728 -3.4667
71 H 4.6437 -1.6444 -1.9979
72 H 3.3575 -0.8310 -1.0883
73 H 4.1895 0.0384 -2.3567
74 C -0.0371 -5.4533 1.6551
75 C -1.4260 -4.8227 1.5757
76 P -1.4835 -3.3868 0.4105
77 C -1.2236 -4.2086 -1.2224
78 C 0.2184 -4.1526 -1.7217
79 C -3.3004 -3.1169 0.3061
80 C -3.9241 -2.6114 1.6035
81 H 0.0174 -6.2105 2.4414
82 H 0.7228 -4.6965 1.8631
83 H 0.2325 -5.9333 0.7115
84 H -1.7119 -4.4329 2.5569
85 H -2.1750 -5.5715 1.2901
86 H -1.8579 -3.6517 -1.9172
87 H -1.6062 -5.2366 -1.2017
88 H 0.5472 -3.1194 -1.8551
89 H 0.3151 -4.6382 -2.6946
90 H 0.9191 -4.6294 -1.0313
91 H -3.8024 -4.0275 -0.0447
92 H -3.4129 -2.3446 -0.4661
93 H -3.8534 -3.3428 2.4132
94 H -4.9811 -2.3786 1.4538
95 H -3.4292 -1.6975 1.9369
96 S 3.0070 0.6587 4.2183
97 C 1.6403 1.6127 4.2792
98 N 1.3328 2.6185 3.4309
99 C 0.0014 3.1674 3.6703
100 C -0.4518 2.4260 4.9466
101 N 0.6704 1.5365 5.2202
102 H 1.7353 2.6221 2.5070
103 H -0.6588 2.9686 2.8247
104 H 0.0600 4.2432 3.8416
105 H -1.3722 1.8660 4.7890
106 H -0.6005 3.1203 5.7756
107 H 0.5619 0.6624 5.7099
108 C -5.8074 -1.5887 -2.1683
109 Ge -4.0705 -1.2449 -3.0764
110 C -3.7176 -2.9629 -4.0472
111 C -4.5595 0.0436 -4.5121
112 C -2.7627 -0.4706 -1.8983
113 H -6.5835 -1.8561 -2.8918
114 H -6.1222 -0.6925 -1.6294
115 H -5.7109 -2.4027 -1.4450
116 H -4.4547 -3.1476 -4.8361
117 H -3.7550 -3.8042 -3.3500
118 H -2.7220 -2.9434 -4.4979
119 H -5.4557 -0.2704 -5.0566
120 H -3.7365 0.1490 -5.2226
121 H -4.7405 1.0214 -4.0612
122 H -1.8195 -1.0415 -2.0162

Results
Charge = -2
HOMO energy (spin up / spin down) = -1.2 / -0.9 eV
Lowest unoccupied orbital energy (spin up / spin down) = 0.1325 / 0.1333 Ha
Energy relative to the best compared isomer or geometry (same formula, charge and spin) = 56.9 kJ/mol
DFT total energy = -145376.7918 eV

# 2
Molecular formula: C42H68O18
Method: DFT, ωB97M-V/def2-TZVPD

Positions of all 128 atoms, in Å:
1 C -1.2547 1.6630 -0.5767
2 C -1.9000 0.2355 -0.6383
3 C -1.0605 -0.9469 -0.2851
4 O -1.4862 -1.9536 -0.2783
5 C 0.4056 -0.6284 0.0104
6 C 0.9023 0.7758 0.1114
7 C 0.0303 1.9232 -0.0999
8 O 0.4686 3.0849 0.0195
9 O 2.0100 1.1536 0.9133
10 O -3.0461 0.0850 -1.0426
11 H -1.8841 2.5757 -0.9199
12 H 0.9615 -1.5720 0.3664
13 H 2.5195 0.5287 1.0967
14 H -3.3096 -0.8432 -0.6297
15 C -5.9369 0.4799 -3.6960
16 C -5.6316 1.3983 -2.5696
17 C -4.8157 2.6036 -2.7618
18 O -4.3849 3.2114 -1.8444
19 C -4.4551 2.9252 -4.1485
20 C -4.8211 2.0056 -5.2672
21 C -5.6439 0.7622 -5.1922
22 O -5.9479 0.0828 -6.0967
23 O -4.4998 2.3117 -6.6368
24 O -6.0458 1.1717 -1.3063
25 H -6.5483 -0.3035 -3.4990
26 H -3.9330 3.8283 -4.2592
27 H -3.7906 2.9415 -6.7690
28 H -5.6571 1.8143 -0.6371
29 C 5.8137 -1.0252 1.1051
30 C 4.4294 -1.7010 1.0176
31 O 3.4898 -1.0773 0.8631
32 C 4.4852 -3.1862 1.4754
33 H 6.3997 -1.6240 1.6292
34 H 5.6694 0.0114 1.6152
35 H 6.2931 -0.9356 0.1047
36 H 4.6806 -3.2614 2.5604
37 H 5.1943 -3.6771 1.0315
38 H 3.4978 -3.6126 1.4928
39 C 3.1808 -3.7311 -2.0017
40 C 1.9376 -4.4007 -1.3405
41 O 2.1351 -5.1065 -0.3076
42 C 0.6337 -4.0567 -1.9235
43 H 2.9764 -3.1659 -2.9035
44 H 4.0576 -4.3097 -2.1164
45 H 3.6291 -2.8532 -1.3061
46 H 0.8037 -2.9393 -1.9586
47 H -0.0721 -4.4254 -1.1295
48 H 0.4847 -4.4393 -2.9516
49 C 3.3967 -0.3292 4.7646
50 C 4.8645 -0.6475 4.9139
51 O 5.7307 -0.1133 4.2407
52 C 5.3777 -1.5338 6.0665
53 H 3.1894 0.2598 3.8702
54 H 2.9183 0.1255 5.6954
55 H 2.6733 -1.2531 4.7614
56 H 4.6109 -2.4981 6.0183
57 H 5.3289 -1.0993 7.1909
58 H 6.3785 -1.8626 5.7993
59 C 5.5479 5.4104 -1.1564
60 C 3.9792 5.3022 -1.4428
61 O 3.2080 6.3729 -1.1336
62 C 3.3316 3.9482 -1.6374
63 H 5.6763 4.8453 -2.1301
64 H 6.1475 5.0809 -0.2911
65 H 6.0226 6.4810 -1.3406
66 H 2.4285 4.2431 -2.2722
67 H 3.1677 3.1067 -0.7991
68 H 3.9822 3.1536 -2.2770
69 C -6.8095 -1.5049 1.1518
70 C -5.8098 -2.2571 0.1733
71 O -4.6297 -1.9074 0.1768
72 C -6.4642 -3.4839 -0.6366
73 H -7.5445 -0.7958 0.6597
74 H -6.2249 -1.0126 1.7204
75 H -7.2564 -2.1596 1.6844
76 H -5.4700 -4.1594 -0.8652
77 H -7.2323 -3.1830 -1.2848
78 H -6.9384 -4.2613 -0.0473
79 C 3.3876 4.7436 2.7738
80 C 4.2920 3.7653 3.3655
81 O 4.5376 3.6307 4.5696
82 C 4.9349 2.7776 2.3418
83 H 3.0663 5.3376 3.4770
84 H 2.6453 4.1631 2.1702
85 H 3.6393 5.4947 1.9832
86 H 5.7459 2.3245 2.7911
87 H 5.3793 3.3849 1.5422
88 H 4.0398 2.1904 1.8742
89 C -0.8334 -0.5641 3.3331
90 C -2.1977 -0.2652 2.9980
91 O -2.5313 0.8426 2.5720
92 C -3.3225 -1.2742 3.1908
93 H -0.3175 0.2982 3.1318
94 H -0.6385 -1.5933 2.6256
95 H -0.5468 -0.9159 4.4117
96 H -3.5040 -1.7013 4.1782
97 H -3.3488 -2.1239 2.5339
98 H -4.3330 -0.6467 2.9199
99 C -2.3500 6.1614 -1.4545
100 C -1.5343 5.9130 -2.7215
101 O -2.0164 5.8262 -3.8349
102 C -0.0503 5.6364 -2.5129
103 H -2.8923 5.2791 -1.3871
104 H -3.0807 6.7334 -1.7040
105 H -1.8041 6.6436 -0.6894
106 H 0.4138 6.5540 -2.0688
107 H 0.7315 5.6595 -3.3442
108 H 0.2680 4.7311 -2.0532
109 C 0.4605 -4.0617 2.4947
110 C 1.7837 -4.4902 3.1227
111 O 2.4269 -3.7070 3.8108
112 C 2.1246 -5.9648 3.0633
113 H -0.0665 -4.7615 1.7771
114 H 0.5671 -3.0595 1.9925
115 H -0.1773 -3.8032 3.3233
116 H 1.4344 -6.5448 3.6313
117 H 2.9708 -6.1965 3.1311
118 H 2.0410 -6.1856 1.9562
119 C -3.6310 -2.2288 -3.2848
120 C -2.9824 -2.8732 -4.4764
121 O -1.8517 -3.3425 -4.5120
122 C -3.7051 -2.9404 -5.8127
123 H -4.6573 -2.6473 -2.9921
124 H -3.9069 -1.0737 -3.2894
125 H -3.0514 -2.4355 -2.3819
126 H -3.9328 -2.0001 -6.3629
127 H -4.8133 -3.0907 -5.6037
128 H -3.3579 -3.6644 -6.4929

Results
SMILES = O=C1C=C(O)C(=O)C=C1O.O=C1C=C(O)C(=O)C=C1O.CC(C)=O.CC(C)=O.CC(C)=O.CC(C)=O.CC(C)=O.CC(C)=O.CC(C)=O.CC(C)=O.CC(C)=O.CC(C)=O
Charge = 0
HOMO energy = -8.4 eV
Lowest unoccupied orbital energy = -0.0702 Ha
Energy relative to the best compared isomer or geometry (same formula, charge and spin) = 2033.8 kJ/mol
DFT total energy = -81491.9205 eV

# 3
Molecular formula: C42H74N6O5S
Method: DFT, ωB97M-V/def2-TZVPD

Positions of all 128 atoms, in Å:
1 C -4.1531 -4.2038 -0.4584
2 C -3.9491 -3.0667 -1.6325
3 C -2.6010 -2.1285 -1.4307
4 C -1.6810 -2.0197 -2.8234
5 C -1.0581 -3.5206 -3.0572
6 C 0.0425 -3.6399 -4.2615
7 C 1.6109 -3.6340 -3.7897
8 C 1.9556 -4.5655 -2.4872
9 C 2.4597 -3.7538 -1.1566
10 C 1.7888 -2.2746 -0.9419
11 C 1.4478 -1.8792 0.6113
12 C 0.5199 -0.4896 0.5353
13 C 1.3376 0.8070 -0.0471
14 C 0.3379 2.0530 -0.5427
15 C 0.3175 1.7625 -2.1886
16 C -1.0654 2.2776 -2.9177
17 O -0.6755 2.9789 -4.1785
18 C -0.9573 2.1443 -5.3574
19 O -0.5064 0.8953 -5.5512
20 O -1.0447 1.9318 -0.0288
21 C -1.6046 3.2061 0.4951
22 O -2.8844 3.4779 0.7840
23 O -0.3988 4.0588 0.5689
24 C 0.8249 3.6029 -0.1706
25 S 0.8587 4.8754 -1.5767
26 N 1.8897 3.7944 0.8877
27 C 2.8049 4.7591 0.5343
28 C 2.5488 6.2847 1.1459
29 C 4.1408 4.4306 -0.4166
30 H -4.2232 -5.3127 -0.8946
31 H -5.1872 -4.0480 0.1169
32 H -3.3257 -4.2075 0.3692
33 H -3.9796 -3.6392 -2.6605
34 H -4.8771 -2.3235 -1.5247
35 H -1.9600 -2.6771 -0.5861
36 H -2.8708 -1.0522 -1.0247
37 H -0.8916 -1.1801 -2.6202
38 H -2.4407 -1.6780 -3.6649
39 H -0.7115 -3.9165 -2.0128
40 H -1.9787 -4.2106 -3.3760
41 H -0.1477 -4.6569 -4.8189
42 H -0.1357 -2.7908 -5.0817
43 H 1.9561 -2.5173 -3.7134
44 H 2.2299 -4.0984 -4.6991
45 H 2.8451 -5.3017 -2.7890
46 H 1.0110 -5.2452 -2.2930
47 H 2.1629 -4.4330 -0.2209
48 H 3.6527 -3.7283 -1.1354
49 H 0.8200 -2.0906 -1.5719
50 H 2.5898 -1.4860 -1.3441
51 H 2.3782 -1.6912 1.2958
52 H 0.7483 -2.7328 1.0620
53 H -0.3468 -0.7336 -0.2258
54 H 0.0771 -0.2184 1.6067
55 H 2.0312 0.5867 -0.9659
56 H 2.0652 1.1610 0.8290
57 H 1.2241 2.2596 -2.7492
58 H 0.3953 0.5969 -2.4252
59 H -1.6708 3.0751 -2.2916
60 H -1.7983 1.3720 -3.1684
61 H -1.5956 2.6492 -6.2297
62 H -0.4679 5.0164 -2.0539
63 H 1.6759 6.8369 0.5546
64 H 3.5338 6.9245 1.0877
65 H 2.1752 6.1927 2.2714
66 H 5.1212 4.3273 0.2416
67 H 3.9021 3.4592 -1.0405
68 H 4.2015 5.3510 -1.1690
69 C -9.7370 -5.3138 2.6102
70 C -8.4989 -4.4752 2.9114
71 C -8.0715 -3.6003 1.7313
72 C -7.7368 -4.4780 0.5362
73 N -7.4593 -5.2060 -0.4552
74 H -9.5578 -6.0205 1.7937
75 H -10.0221 -5.9000 3.4896
76 H -10.5853 -4.6765 2.3353
77 H -7.6776 -5.1447 3.1950
78 H -8.7054 -3.8345 3.7758
79 H -7.1898 -3.0097 2.0017
80 H -8.8734 -2.9068 1.4561
81 C -3.0459 -0.1312 3.8947
82 C -4.0399 0.6043 3.0015
83 C -5.3323 -0.1828 2.7756
84 C -5.0159 -1.5058 2.0974
85 N -4.7535 -2.6034 1.5349
86 H -2.7195 -1.0744 3.4454
87 H -2.1514 0.4800 4.0515
88 H -3.4859 -0.3497 4.8746
89 H -3.5606 0.8171 2.0380
90 H -4.2836 1.5690 3.4600
91 H -6.0159 0.3917 2.1417
92 H -5.8358 -0.3774 3.7288
93 C 9.2912 2.6697 -0.9874
94 C 8.0321 3.1505 -0.2730
95 C 7.3601 2.0516 0.5526
96 C 6.9479 0.9055 -0.3568
97 N 6.6060 -0.0452 -1.1112
98 H 9.0687 1.8786 -1.7104
99 H 9.7526 3.4941 -1.5404
100 H 10.0265 2.2858 -0.2709
101 H 7.3278 3.5389 -1.0189
102 H 8.2946 3.9846 0.3871
103 H 6.4719 2.4492 1.0549
104 H 8.0442 1.6745 1.3205
105 C -5.0274 -2.5302 9.0688
106 C -4.3508 -1.2412 8.6132
107 C -5.3106 -0.2841 7.9036
108 C -5.8788 -0.9532 6.6626
109 N -6.3502 -1.5083 5.6333
110 H -5.4139 -3.1052 8.2214
111 H -4.3116 -3.1696 9.5951
112 H -5.8596 -2.3171 9.7496
113 H -3.5175 -1.4947 7.9465
114 H -3.9227 -0.7368 9.4865
115 H -4.7817 0.6286 7.6096
116 H -6.1331 -0.0005 8.5690
117 C 9.7244 3.3014 -4.8165
118 C 9.1288 4.3719 -5.7254
119 C 8.6875 5.6222 -4.9621
120 C 7.6185 5.2532 -3.9464
121 N 6.7319 4.9470 -3.1038
122 H 8.9930 2.9364 -4.0886
123 H 10.0515 2.4400 -5.4075
124 H 10.5917 3.6891 -4.2696
125 H 8.2746 3.9441 -6.2644
126 H 9.8744 4.6554 -6.4765
127 H 8.2811 6.3634 -5.6584
128 H 9.5381 6.0757 -4.4418

Results
SMILES = CCCCCCCCCCCCC[C@@]1(CCOC=O)OC(=O)O[C@@]1(S)N=C(C)C.CCCC#N.CCCC#N.CCCC#N.CCCC#N.CCCC#N
Charge = 0
HOMO energy = -8.5 eV
Lowest unoccupied orbital energy = -0.0329 Ha
DFT total energy = -74748.7384 eV